Entry 1:
Below is a molecular structure, C3H4FNS at a distorted geometry, with properties calculated with ωB97M-V/def2-TZVPD.

Results
E ... -669.4078 hartree
Orbital gap ... 8.888 eV
Relative energy (zero: lowest compared OMol25 entry of this formula, charge and spin) ... 57.3 kcal/mol

```
10
Properties=species:S:1:pos:R:3:forces:R:3
C -0.134061 0.816915 0.386411 4.507 2.459 1.534
C -1.029293 -0.336368 -0.020503 -0.612 1.923 0.991
C 1.136872 -0.065955 0.091946 -0.079 0.455 -0.981
H 0.143501 1.121167 1.416830 -1.875 0.214 -0.080
H -1.566915 -0.192727 -0.966586 0.048 0.131 0.364
H -1.754927 -0.571915 0.833095 1.203 -0.516 -1.228
H 0.084387 -1.885622 -1.048114 1.983 2.920 3.447
N 0.239969 -0.996972 -0.213281 -2.294 -7.245 -4.239
F 0.130608 1.912459 -0.426741 -1.627 0.087 -0.071
S 2.749858 0.199016 -0.053057 -1.255 -0.429 0.262
```
Positions in Å, forces in eV/Å.

Need the Mulliken charges? In units of e they are:
1 C 0.207
2 C -0.488
3 C -0.011
4 H 0.290
5 H 0.296
6 H 0.221
7 H 0.337
8 N -0.266
9 F -0.262
10 S -0.324

---

Entry 2:
Below is 8 unconnected molecules or ions with the total composition C29H64Cl2NO9PS7 at a distorted geometry, with properties calculated with ωB97M-V/def2-TZVPD.

Results
E ... -5924.0271 hartree
Orbital gap ... 8.476 eV

```
113
Properties=species:S:1:pos:R:3:forces:R:3
C 4.579055 -1.338483 0.612900 0.048 0.052 0.328
C 3.385989 -1.296690 1.546156 0.219 0.011 -0.081
Cl 3.835162 -1.089276 3.237512 -0.266 -0.005 -0.562
C 2.103908 -1.385497 1.167450 0.326 0.177 0.662
Cl 0.872435 -1.270027 2.422108 0.165 -0.233 -0.792
C 1.693685 -1.583098 -0.303619 0.253 -0.455 0.685
O 0.362744 -1.282623 -0.588053 0.447 0.202 0.260
C 0.123636 0.128986 -0.481548 -1.134 0.246 0.821
C -1.148107 0.337384 0.371804 0.419 0.064 -0.354
O -2.246246 0.702112 -0.446259 -0.117 -0.161 0.232
C -3.383738 0.941643 0.364793 -0.222 0.321 0.013
C -4.667240 0.904174 -0.474628 -0.391 -0.485 0.014
C -5.572588 -0.301398 -0.219079 -0.360 -0.484 -0.338
C -5.770866 -0.851141 1.054030 0.217 0.241 0.233
C -6.581994 -1.961002 1.294700 -0.041 0.095 -0.964
C -7.249681 -2.579823 0.220208 0.398 0.316 0.631
C -8.126347 -3.796355 0.487910 0.544 0.643 -0.252
C -7.079403 -2.020801 -1.047602 -0.092 0.008 -0.385
C -6.268195 -0.906562 -1.283908 0.162 -0.031 0.963
P 1.896694 -3.372924 -0.846261 -1.331 0.209 -2.131
N 1.147965 -3.597332 -2.227272 0.609 -0.159 0.673
H 4.551782 -2.197603 -0.057304 -0.062 0.154 -0.059
H 5.493188 -1.417401 1.206643 -0.200 0.048 -0.131
H 4.670703 -0.409932 0.037216 -0.102 -0.167 0.047
H 2.367132 -0.959561 -0.913123 0.066 -0.296 -0.001
H -0.066550 0.569218 -1.465864 0.341 -0.115 0.071
H 0.951896 0.626437 0.037257 -0.052 -0.055 -0.464
H -1.341836 -0.605804 0.898917 -0.160 0.147 -0.074
H -0.988195 1.123242 1.125670 0.052 -0.065 -0.123
H -3.311576 1.927179 0.860633 0.249 -0.160 -0.137
H -3.404427 0.196577 1.170987 -0.128 0.009 -0.153
H -5.260571 1.814386 -0.316473 0.178 -0.085 0.078
H -4.405813 0.894493 -1.538923 0.146 0.078 0.206
H -5.253505 -0.392569 1.897161 -0.141 -0.127 -0.080
H -6.687355 -2.364612 2.299407 0.048 0.125 -0.120
H -9.169333 -3.467199 0.539349 0.058 -0.339 -0.032
H -7.984564 -4.532803 -0.307389 -0.265 0.038 0.116
H -7.823819 -4.240583 1.440677 -0.227 -0.024 -0.131
H -7.600300 -2.448920 -1.901105 0.027 0.018 0.165
H -6.160928 -0.501002 -2.288032 -0.051 -0.182 0.090
H 1.349583 -4.153877 0.204658 0.472 0.380 0.232
H 3.264688 -3.665496 -1.016678 0.054 0.127 0.901
H 1.822803 -3.934833 -2.907515 -0.218 0.023 -0.133
C 6.041696 -2.451902 5.892599 0.025 -0.064 0.022
S 7.450037 -1.338033 5.841065 -0.139 0.081 0.053
O 8.289586 -1.776450 4.692818 0.114 -0.078 0.005
C 8.237689 -1.932831 7.344897 0.072 -0.106 0.023
H 5.473772 -2.267515 4.984390 -0.039 -0.009 0.021
H 6.384959 -3.486776 5.906572 0.079 0.038 -0.003
H 5.432241 -2.239931 6.771374 -0.004 0.050 -0.035
H 8.442051 -3.000004 7.255553 -0.014 0.009 -0.048
H 7.584242 -1.739658 8.195728 -0.019 0.030 -0.028
H 9.172163 -1.390130 7.472898 -0.021 0.032 -0.046
C -9.699253 1.169872 -3.003068 0.076 0.110 0.074
S -9.770866 -0.244980 -4.112315 -0.126 0.001 -0.077
O -9.226227 -1.411782 -3.367536 0.048 0.049 -0.020
C -8.479877 0.332280 -5.220176 0.090 0.084 -0.054
H -10.410779 1.002538 -2.196027 0.006 -0.065 -0.019
H -8.693922 1.263489 -2.590624 0.001 -0.069 -0.005
H -9.971301 2.070383 -3.554282 0.012 -0.032 -0.048
H -7.557680 0.487747 -4.659047 -0.033 -0.040 0.047
H -8.801897 1.259845 -5.694108 -0.062 -0.031 -0.005
H -8.323479 -0.430543 -5.980044 -0.050 -0.029 0.031
C -14.633333 2.052583 -6.062023 -0.068 -0.095 -0.020
S -13.118367 2.865631 -5.535036 0.016 0.028 0.001
O -11.990554 2.192183 -6.234232 -0.025 -0.017 0.129
C -13.154128 2.237727 -3.847981 -0.046 -0.097 0.072
H -14.788174 2.280224 -7.114675 0.054 0.036 0.008
H -14.536719 0.974811 -5.929491 0.061 0.015 0.008
H -15.471097 2.435213 -5.478754 0.021 0.029 -0.002
H -13.159173 1.147028 -3.858252 0.024 0.009 -0.073
H -14.039945 2.617351 -3.338348 0.001 0.028 -0.028
H -12.263819 2.592857 -3.334444 -0.001 0.060 -0.051
C 8.601102 -0.834844 1.434336 -0.011 -0.092 0.167
S 8.181654 0.844391 0.948305 0.097 -0.099 -0.064
O 6.768725 1.085184 1.358827 -0.009 0.019 -0.028
C 8.173009 0.532090 -0.823439 -0.119 0.020 -0.102
H 8.622194 -0.882638 2.523515 -0.031 0.040 -0.003
H 7.849935 -1.527676 1.052339 -0.016 0.098 -0.096
H 9.586177 -1.088714 1.039930 -0.001 0.064 -0.029
H 7.451539 -0.250304 -1.059496 0.037 -0.047 0.069
H 9.171530 0.230562 -1.140633 0.008 0.007 0.029
H 7.894462 1.455619 -1.328735 0.022 0.041 0.076
C 1.914673 5.156781 1.454254 -0.131 0.097 -0.010
S 2.014389 3.367997 1.338530 0.169 0.114 0.103
O 1.525827 2.979970 -0.014239 -0.086 -0.004 0.063
C 0.692649 3.030416 2.509936 -0.109 -0.026 0.026
H 2.641233 5.585397 0.768137 0.057 -0.043 0.048
H 0.912015 5.489216 1.182312 -0.021 -0.102 -0.034
H 2.156521 5.468780 2.469803 0.107 -0.006 -0.030
H -0.230002 3.500875 2.167683 0.029 0.011 -0.048
H 0.974788 3.413001 3.490934 0.040 -0.003 -0.018
H 0.557773 1.951091 2.565945 0.074 -0.007 -0.006
C 6.166341 4.477971 2.815759 -0.043 -0.043 -0.011
S 6.182374 6.184845 2.248025 0.042 -0.080 0.060
O 4.802193 6.719017 2.422760 -0.021 -0.093 -0.069
C 6.383512 5.794622 0.503760 -0.045 -0.020 -0.106
H 6.007207 4.483658 3.892295 0.007 0.077 0.000
H 5.356903 3.934150 2.327180 0.030 0.011 -0.031
H 7.124689 4.009380 2.591674 -0.025 -0.014 -0.019
H 5.559809 5.162245 0.170863 -0.006 -0.011 0.058
H 7.336043 5.286272 0.354486 0.004 0.002 0.031
H 6.377413 6.729516 -0.053349 -0.002 0.028 0.058
C 7.586598 -4.910595 -2.720968 0.032 0.012 -0.102
S 7.316747 -4.055938 -1.162543 -0.018 -0.133 0.059
O 7.101104 -2.616452 -1.477112 0.060 0.013 -0.011
C 9.004133 -4.222685 -0.563552 0.095 0.028 0.007
H 6.655031 -4.889180 -3.282900 -0.021 0.027 0.049
H 8.368669 -4.404264 -3.287063 -0.010 0.042 0.042
H 7.868631 -5.944431 -2.521496 -0.025 0.008 0.034
H 9.692412 -3.761864 -1.272804 -0.055 0.017 -0.028
H 9.239586 -5.279199 -0.435570 -0.035 0.000 0.008
H 9.072692 -3.716095 0.397371 -0.062 -0.009 0.001
```
Positions in Å, forces in eV/Å.

Atomic partial charges in e from the Mulliken method, atoms 1 to 99:
1 C -0.539
2 C 0.314
3 Cl -0.332
4 C 0.422
5 Cl -0.171
6 C -0.283
7 O -0.450
8 C -0.374
9 C -0.282
10 O -0.403
11 C -0.419
12 C -0.721
13 C 0.655
14 C -0.436
15 C -0.791
16 C 0.822
17 C -1.297
18 C -0.749
19 C -0.401
20 P 0.486
21 N -0.740
22 H -0.012
23 H 0.055
24 H 0.331
25 H 0.451
26 H 0.345
27 H 0.226
28 H 0.352
29 H 0.102
30 H 0.204
31 H 0.321
32 H 0.338
33 H 0.296
34 H 0.379
35 H 0.319
36 H 0.270
37 H 0.354
38 H 0.370
39 H 0.308
40 H 0.393
41 H 0.079
42 H -0.085
43 H 0.215
44 C -0.577
45 S 0.561
46 O -0.619
47 C -1.007
48 H -0.054
49 H 0.326
50 H 0.371
51 H 0.302
52 H 0.365
53 H 0.330
54 C -0.874
55 S 0.464
56 O -0.569
57 C -0.925
58 H 0.332
59 H 0.273
60 H 0.313
61 H 0.235
62 H 0.381
63 H 0.342
64 C -0.922
65 S 0.475
66 O -0.580
67 C -0.834
68 H 0.323
69 H 0.293
70 H 0.356
71 H 0.276
72 H 0.426
73 H 0.203
74 C -0.512
75 S 0.394
76 O -0.466
77 C -0.733
78 H 0.211
79 H -0.119
80 H 0.484
81 H 0.049
82 H 0.375
83 H 0.369
84 C -1.037
85 S 0.644
86 O -0.655
87 C -0.865
88 H 0.295
89 H 0.392
90 H 0.376
91 H 0.330
92 H 0.456
93 H 0.095
94 C -0.717
95 S 0.447
96 O -0.590
97 C -0.821
98 H 0.389
99 H 0.102

---

Entry 3:
Below is a molecular structure, C2H9N6 at a distorted geometry, with properties calculated with ωB97M-V/def2-TZVPD.

Results
Total charge ... +1
E ... -409.7293 hartree
Orbital gap ... 9.378 eV
Relative energy (zero: lowest compared OMol25 entry of this formula, charge and spin) ... 64.5 kcal/mol

```
17
Properties=species:S:1:pos:R:3:forces:R:3
C 1.224204 0.222082 -0.516337 -1.681 0.195 -1.370
C 0.009529 1.194905 -0.477289 1.207 1.880 -0.853
N 1.140463 -0.757378 0.265277 0.944 -1.115 1.438
N -0.909946 0.555171 0.434796 -0.253 0.645 0.808
N 2.152223 0.170600 -1.460402 2.322 -1.167 -0.585
N -1.997026 -0.098250 -0.262895 1.303 -2.984 0.873
N 0.073684 -1.022963 2.255073 -0.348 -0.697 -0.785
N -0.008191 -0.910200 0.894575 -2.549 0.380 2.215
H 0.402020 2.256711 -0.132637 -1.025 -2.154 -0.328
H -0.357524 1.395631 -1.548491 0.255 -0.533 1.431
H 2.138961 0.518851 -2.377695 -0.674 1.537 -0.769
H 2.660141 -0.719142 -1.536397 -0.311 0.524 0.709
H -2.108329 0.382518 -1.145343 -0.534 -0.436 -0.569
H -2.907779 -0.209926 0.265022 1.329 0.873 -0.461
H -0.720296 -1.255633 2.854243 0.010 -0.090 -1.298
H 0.771843 -0.552424 2.767887 1.169 0.840 0.033
H -1.563978 -1.170553 -0.279388 -1.163 2.301 -0.490
```
Positions in Å, forces in eV/Å.

Need the Mulliken charges? In units of e they are:
1 C 0.481
2 C -0.436
3 N -0.591
4 N -0.256
5 N -0.427
6 N -0.245
7 N -0.520
8 N 0.358
9 H 0.273
10 H 0.286
11 H 0.224
12 H 0.275
13 H 0.333
14 H 0.349
15 H 0.224
16 H 0.227
17 H 0.444

---

Entry 4:
Below is C8H8N2O in the gas phase at a distorted geometry, with properties calculated with ωB97M-V/def2-TZVPD.

Results
SMILES string ... O=C1NCc2ccccc2N1
E ... -494.2637 hartree
Orbital gap ... 8.907 eV
Relative energy (zero: lowest compared OMol25 entry of this formula, charge and spin) ... 106.7 kcal/mol

```
19
Properties=species:S:1:pos:R:3:forces:R:3
O -3.518487 -0.783804 -0.126194 -1.602 0.050 -0.640
C -2.380628 -0.399307 -0.113782 -2.018 2.272 4.252
N -2.005091 0.764834 0.698282 -2.396 -2.181 -1.682
C -1.011511 1.454988 0.018322 2.656 4.608 -3.477
C 0.294747 0.561003 -0.187080 -0.228 5.150 0.002
C 1.609289 1.233036 -0.439406 -1.375 -5.215 3.469
C 2.608353 0.254392 0.040264 -3.035 1.554 -2.830
C 2.360102 -1.116773 0.158602 0.661 -4.119 3.090
C 1.085908 -1.776281 0.077084 -2.518 1.433 1.620
C -0.000331 -0.767842 -0.052136 1.020 -3.348 -2.034
N -1.390603 -1.121596 -0.497645 3.787 -4.938 -0.172
H -2.922528 1.208414 0.786690 0.632 0.518 0.215
H -0.933143 2.573220 0.409075 0.820 -2.563 0.224
H -1.195784 1.876998 -1.088156 -0.573 -1.444 1.464
H 1.798479 2.320471 -0.568624 -0.379 -1.111 0.176
H 3.525823 0.708282 0.129152 2.466 0.144 0.449
H 3.153891 -1.894774 0.735715 -1.630 2.631 -2.053
H 0.692744 -2.919866 0.553742 1.883 3.521 -1.970
H -1.771235 -2.175396 -0.533906 1.830 3.038 -0.103
```
Positions in Å, forces in eV/Å.

Need the Mulliken charges? In units of e they are:
1 O -0.643
2 C 0.278
3 N -0.385
4 C -0.358
5 C 0.546
6 C -0.786
7 C -0.506
8 C -0.244
9 C -0.501
10 C 0.339
11 N -0.165
12 H 0.324
13 H 0.359
14 H 0.245
15 H 0.347
16 H 0.449
17 H 0.164
18 H 0.209
19 H 0.328

---

Number 1: HOMO energy -8.525 eV. Number 2: HOMO energy -8.123 eV. Number 3: HOMO energy -12.653 eV. Number 4: HOMO energy -8.722 eV.